DFT (wB97M-V/def2-TZVPD) results for 2 unconnected molecules or ions with the total composition C2H6NO2 at a distorted geometry.

CARTESIAN COORDINATES (ANGSTROEM)
C 1.09488 -2.04524 0.42623
N 1.01135 -0.89568 1.14349
H 1.81167 -2.77837 0.77892
H 0.23127 -2.35326 -0.15250
H 0.47345 -0.07321 0.82892
H 1.89172 -0.70134 1.59799
O -0.61872 0.94154 0.17887
C -1.01769 1.73307 -0.62761
O -1.68485 1.37218 -1.71771
H -0.82039 2.81265 -0.45927
H -2.37269 1.98764 -1.99733

* expectation value of S²: 0.75
* 2S+1: 2
* HOMO energy (alpha / beta): -5.4 / -10.2 eV
* relative energy (zero: lowest compared OMol25 entry of this formula, charge and spin): 45.5 kJ/mol
* net charge: 0
* max |F|: 1.53 eV/Å
* HOMO-LUMO gap (alpha / beta): 5.7 / 10.5 eV
* LUMO (alpha / beta): 0.30 / 0.30 eV